Record 1
DFT (ωB97M-V/def2-TZVPD) results for a cluster of 22 separate species, C21H84ClN42O25 in total in a non-equilibrium geometry.

Calculated values
**Maximum force**: 0.23244 Eh/bohr
**Kohn-Sham gap**: 8.36 eV
**Net charge**: -1
**Highest occupied orbital energy**: -7.176 eV
**2S+1**: 1

Each line ends with the Mulliken charge.
Positions of all 173 atoms, in Å:
Cl1 -0.43809 0.38010 -0.19931  -2.789
O1 3.93341 0.36709 1.60817  -0.873
O2 0.70984 -4.36722 1.54178  -0.605
O3 3.87295 4.60611 3.15755  -0.713
O4 -0.38258 1.60184 -0.85033  0.972
O5 -1.78858 3.42460 4.21537  -0.809
O6 -1.56344 -0.40805 -4.44307  -0.944
O7 0.85918 6.01862 1.12865  -0.817
O8 0.20815 -0.66337 -0.89127  0.527
O9 5.70390 -0.16950 5.82904  -0.732
O10 2.44328 -2.87693 -7.04579  -0.724
O11 -2.40277 -2.25109 5.22798  -0.831
O12 -4.35220 -4.07190 0.07935  -0.749
O13 -3.05257 6.06201 -0.26309  -0.704
O14 -6.87195 -3.62248 -2.01081  -0.681
O15 3.95004 -2.32528 -1.77560  -0.799
O16 -1.79951 -0.04416 0.07954  0.468
O17 -5.69416 -0.25059 2.41676  -0.836
O18 -6.11425 0.10292 -3.70995  -0.697
O19 -3.40246 4.58048 -3.53242  -0.810
O20 -0.83526 -6.05306 -0.89462  -0.722
O21 6.87110 -0.81776 0.37952  -0.755
O22 2.13289 -1.92200 5.19728  -0.612
O23 0.88220 5.56229 -3.85896  -0.758
O24 0.23516 0.45343 1.00766  0.248
O25 2.55397 1.09556 -5.30785  -0.721
N1 2.39961 4.60854 0.65035  0.069
N2 -2.25725 1.96329 2.63368  0.710
N3 -0.30991 1.84672 3.71599  0.401
N4 -4.24269 5.14471 1.40224  -0.407
N5 0.58629 1.37790 -6.41219  -0.330
N6 5.29321 1.53808 0.36004  -0.375
N7 -6.87788 -2.02610 -0.45702  -0.232
N8 0.64741 -0.68974 6.13828  -0.349
N9 4.03922 -4.20353 -0.47955  -0.185
N10 -3.84934 -0.54897 5.07054  -0.185
N11 7.40526 -2.47591 1.61104  -0.404
N12 -0.70373 -2.08405 -3.36788  0.556
N13 2.69731 5.36292 -2.61811  -0.387
N14 -4.17402 0.86263 -4.50861  -0.374
N15 5.31324 -2.21835 1.26983  0.600
N16 2.17074 -3.14695 -0.86361  1.667
N17 -2.81645 2.96692 -2.34757  0.541
N18 -4.30587 -1.29881 -3.97221  -0.294
N19 4.42934 -0.77434 4.10978  -0.042
N20 1.67291 -2.44835 2.08787  0.904
N21 1.34743 -5.82180 -1.39045  -0.261
N22 -3.80446 -2.20167 -1.08166  0.605
N23 -2.13349 5.35890 1.63546  -0.219
N24 3.30609 1.34359 -0.30533  0.120
N25 1.73414 4.59139 3.68674  -0.076
N26 -1.21164 4.07852 -3.17702  0.274
N27 -2.40124 -3.59399 -0.58674  0.028
N28 2.30146 -4.23092 3.02725  -0.065
N29 -1.38476 -2.44652 -5.34156  -0.461
N30 3.26265 5.76518 4.87549  -0.383
N31 -3.90533 -2.09881 3.59761  -0.249
N32 -8.48389 -2.15612 -1.87832  -0.408
N33 5.71850 0.87576 3.84575  -0.264
N34 3.88736 -3.86342 -5.65899  -0.333
N35 2.90390 -2.21276 -5.00206  -0.129
N36 0.17094 -2.74302 5.93847  -0.403
N37 0.60809 4.55055 -0.33961  0.508
N38 0.66662 0.95679 -4.27631  0.994
N39 -4.75826 0.71154 0.60122  0.224
N40 0.65396 -7.10511 0.29268  -0.350
N41 -6.27048 1.73760 1.67422  -0.360
N42 2.10434 3.72919 -3.61572  -0.003
C1 -3.57694 -3.28972 -0.38977  0.334
C2 5.33466 -0.03703 4.71629  0.351
C3 -1.30815 -1.59106 -4.36429  1.090
C4 3.41904 -3.16923 -1.06250  0.435
C5 1.32063 1.14165 -5.33717  0.481
C6 0.33038 -6.32790 -0.73381  0.708
C7 1.05948 -1.80717 5.73304  0.521
C8 -3.11558 5.45055 0.81322  0.583
C9 -3.39152 -1.67752 4.70359  0.565
C10 -2.51410 3.94194 -3.03914  0.576
C11 1.26183 5.10845 0.51559  0.297
C12 6.56772 -1.73838 1.04859  0.681
C13 -1.47644 2.46306 3.55506  0.308
C14 1.53540 -3.77754 2.11604  -0.206
C15 3.05355 -2.96545 -5.99689  0.610
C16 -7.35587 -2.62527 -1.49948  0.528
C17 -5.62902 0.62804 1.61308  0.686
C18 -4.99254 -0.13787 -4.12766  0.423
C19 1.81097 4.93090 -3.47845  0.827
C20 4.13350 1.08464 0.66075  0.385
C21 3.00456 4.95957 3.89579  0.680
H1 1.66734 -3.84325 -0.33271  -0.339
H2 2.35794 -5.21774 3.23486  0.277
H3 1.07441 0.72694 -3.38135  -0.236
H4 -4.95716 -1.98515 -3.61884  0.312
H5 3.54484 -4.91569 0.03864  0.008
H6 1.47380 3.05563 -4.02662  -0.013
H7 -0.57897 -1.35252 -2.68275  -0.549
H8 -4.54538 5.25638 2.35933  0.206
H9 3.04604 4.98014 1.33163  0.346
H10 -0.37726 1.62157 -6.23244  0.133
H11 1.64646 4.41548 2.69605  0.033
H12 4.21504 -4.62237 -6.23927  0.226
H13 2.46717 -1.33679 -5.25113  -0.014
H14 3.98407 -4.00819 -4.66411  0.138
H15 -0.56020 3.52460 -2.63953  -0.398
H16 -4.59756 -0.13215 4.53526  0.158
H17 2.91584 3.38993 -3.11927  -0.003
H18 2.44369 5.99259 5.42111  0.127
H19 -8.93070 -2.27620 -2.77612  0.264
H20 7.06923 -2.96909 2.42587  0.209
H21 5.03087 -4.36234 -0.58678  0.302
H22 -4.33542 1.84731 -4.35224  0.205
H23 6.28363 1.60087 4.26401  0.215
H24 3.47688 4.75606 -2.40811  0.134
H25 -1.29568 -3.42505 -5.10778  0.160
H26 -3.44376 -2.30206 -2.01970  0.191
H27 -1.88592 -2.72995 -0.67596  -0.069
H28 -3.27749 0.43937 -4.70140  0.448
H29 5.26617 1.82495 -0.60799  0.250
H30 -2.24341 4.98905 2.56886  0.124
H31 4.99058 -3.04551 1.75127  0.204
H32 -4.74994 -1.85022 -1.13304  -0.208
H33 -0.20532 -0.65062 6.67812  0.163
H34 1.28721 0.03597 5.84827  0.206
H35 1.16566 -5.25448 -2.20606  0.141
H36 0.14569 2.06269 4.59114  0.115
H37 1.67613 -2.38616 -1.30707  -0.934
H38 0.09319 1.14344 3.11348  -0.209
H39 -0.78058 4.73088 -3.81633  0.108
H40 2.38064 0.94174 -0.35163  -0.466
H41 -2.18857 2.42348 -1.77265  -0.510
H42 -6.84705 1.84655 2.49629  0.261
H43 -2.04195 -4.45765 -0.20581  0.054
H44 0.95152 4.79163 4.29296  0.187
H45 2.59757 6.36227 -2.51110  0.226
H46 -0.14977 -2.92778 -3.33104  -0.074
H47 2.24241 -5.91506 -0.93174  0.065
H48 -1.77788 -2.11944 -6.21252  0.287
H49 -3.79438 2.77234 -2.18667  0.158
H50 5.92286 0.77462 0.56195  0.266
H51 -3.43166 -2.92098 3.25154  0.139
H52 -8.78498 -1.33287 -1.37663  0.136
H53 -4.02510 0.01713 0.58225  -0.422
H54 -3.16560 2.28993 2.33652  -0.084
H55 -0.27909 0.61155 -4.35734  -0.579
H56 -4.58645 1.58444 0.12307  0.070
H57 -0.23453 5.06803 -0.54528  0.089
H58 8.30912 -2.19538 1.25827  0.305
H59 0.43955 -3.61869 5.51286  0.237
H60 -0.80049 -2.51794 6.09898  0.270
H61 -3.40461 -1.06646 -3.57999  -0.145
H62 3.74542 1.49319 -1.20239  0.119
H63 4.16133 -1.54284 4.70785  0.047
H64 3.24277 -2.36405 -4.06271  0.237
H65 5.11884 1.00660 3.04363  0.066
H66 -4.89578 5.23014 0.63656  0.264
H67 -1.98720 1.02010 2.39375  -0.374
H68 0.86835 -2.07482 1.60490  -0.334
H69 0.91969 1.32569 -7.36414  0.261
H70 4.20375 -0.52414 3.15762  0.725
H71 4.15870 6.17081 5.10496  0.233
H72 2.47501 -1.85112 2.22945  -0.136
H73 1.62810 -7.17301 0.55062  0.144
H74 0.75654 3.65033 -0.77282  -0.530
H75 -7.45536 -1.46343 0.15126  0.221
H76 -3.68900 -0.15514 5.98667  0.196
H77 2.88599 -3.56793 3.51598  0.031
H78 -5.99235 2.48592 1.05554  0.106
H79 -0.05279 -7.47340 0.91315  0.229
H80 4.61381 -1.65745 0.80476  -0.879
H81 2.60329 3.68417 0.29800  -0.157
H82 -4.44931 -1.48338 3.00988  0.239
H83 -6.06528 -2.56766 -0.19913  0.127
H84 -1.24260 5.73299 1.34140  0.192

=====

Record 2
DFT (ωB97M-V/def2-TZVPD) results for a structure of composition C21H9Cl5F2NSTeZn.

Calculated values
**Maximum force**: 0.01255 Eh/bohr
**Kohn-Sham gap**: 6.94 eV
**Net charge**: -1
**ΔE to the lowest compared entry with this formula, charge and spin**: 39.97 kcal/mol
**Highest occupied orbital energy**: -4.487 eV
**2S+1**: 1

Each line ends with the Mulliken charge.
Positions of all 41 atoms, in Å:
Te1 -3.16253 -0.44403 0.39742  0.329
Zn1 -0.66728 -0.63073 0.19019  -0.180
Cl1 -5.39710 5.06394 1.48112  -0.200
Cl2 -5.10063 2.01730 1.91190  -0.253
Cl3 -0.78491 1.99557 -1.34867  -0.227
Cl4 -3.36149 6.59720 -0.31120  -0.215
Cl5 -1.02926 5.04871 -1.67930  -0.207
S1 -3.37817 -3.86575 1.39176  -0.182
F1 4.20423 -2.38938 -0.58115  -0.331
F2 4.01318 2.17049 0.40765  -0.327
N1 0.17381 -2.68442 -0.53886  -0.364
C1 -2.06985 2.82222 -0.49642  1.635
C2 -4.10790 4.20281 0.71732  -0.516
C3 4.13430 -0.10919 -0.10118  -0.612
C4 -2.17198 4.19565 -0.69735  -0.504
C5 -2.92131 2.08480 0.31502  -2.154
C6 -3.20390 4.89438 -0.08350  0.675
C7 2.11797 -1.44687 0.08434  -0.125
C8 -0.49909 -3.82149 -0.71142  -0.643
C9 3.38583 0.97923 0.30139  0.327
C10 1.42054 -2.74219 -0.04816  0.871
C11 -3.50244 -2.66725 0.14935  -0.049
C12 3.47653 -1.31804 -0.17754  0.202
C13 1.36200 -0.32178 0.45298  -0.080
C14 -0.00028 -5.06021 -0.34772  -0.551
C15 -4.18252 -4.67490 -0.88182  -0.398
C16 1.26859 -5.11917 0.20542  -0.351
C17 -3.96267 -3.26989 -0.98990  -0.468
C18 2.03692 0.89233 0.57434  -0.123
C19 -3.90516 -5.14534 0.36274  -0.508
C20 1.99577 -3.95011 0.33956  -0.620
C21 -3.94744 2.83180 0.89634  1.148
H1 -4.52021 -5.30075 -1.69856  0.330
H2 5.18019 -0.02122 -0.35747  0.472
H3 -4.11929 -2.70650 -1.90240  0.364
H4 -1.47990 -3.72815 -1.15138  0.719
H5 -0.59704 -5.94916 -0.49323  0.419
H6 1.50924 1.78682 0.88207  0.480
H7 1.68872 -6.06305 0.52969  0.409
H8 -3.99368 -6.14970 0.74922  0.408
H9 2.99164 -3.95679 0.75617  0.401